This record from OMol25 describes one molecule with the formula C6H10O. The level of theory is ωB97M-V/def2-TZVPD.

Calculated values
HOMO-LUMO gap = 10.4678 eV
SMILES string = CC/C=C\C(C)=O
F_max = 0.47 eV/Å
Electronic energy = -8430.903 eV
Relative energy (zero: lowest compared OMol25 entry of this formula, charge and spin) = 32.55 kJ/mol

Geometry as ORCA input:
```
! RIJCOSX wB97M-V def2-TZVPD def2/J DEFGRID3
* xyz 0 1
O -1.20204 -1.16726 0.96026
C -1.27399 -0.53865 -0.07777
C -2.37924 0.46585 -0.32675
C 1.25934 0.74645 1.19414
C 1.77726 -0.41528 0.33865
C 1.05261 -0.62209 -0.97116
C -0.26635 -0.67811 -1.16823
H 0.28145 0.52314 1.62429
H -3.13442 0.03626 -0.99402
H -2.84887 0.72433 0.62438
H -1.98518 1.36570 -0.81270
H 1.94806 0.94075 2.02246
H 1.17616 1.66284 0.59794
H 2.83293 -0.23799 0.10998
H 1.73344 -1.34530 0.91766
H 1.68418 -0.70233 -1.85532
H -0.65534 -0.75830 -2.18379
*
```

This record from OMol25 describes one molecule with the formula C6H10O. The level of theory is ωB97M-V/def2-TZVPD.

Calculated values
HOMO-LUMO gap (alpha / beta) = 7.8462 / 7.8469 eV
F_max = 1.67 eV/Å
Electronic energy = -8427.781 eV
Relative energy (zero: lowest compared OMol25 entry of this formula, charge and spin) = 333.76 kJ/mol

Geometry as ORCA input:
```
! RIJCOSX wB97M-V def2-TZVPD def2/J DEFGRID3
* xyz 0 1
C 2.01699 0.09817 0.47421
C 0.62909 0.16447 -0.07770
C -0.11476 -1.03716 -0.06171
C -1.43956 -1.27248 0.48741
C -2.05458 -0.46741 -0.58196
C 0.12610 1.33881 -0.56760
O 0.63066 2.58101 -0.32892
H 2.01557 0.16133 1.55343
H 2.64441 0.89440 0.10883
H 2.52402 -0.83450 0.23778
H 0.41959 -1.93314 -0.36404
H -1.59790 -0.87577 1.49115
H -1.69432 -2.33706 0.46283
H -2.15263 -0.86937 -1.56847
H -2.52291 0.48720 -0.38442
H -0.64160 1.37803 -1.32480
H 1.21185 2.52347 0.44397
*
```

This record from OMol25 describes one molecule with the formula C6H10O. The level of theory is ωB97M-V/def2-TZVPD.

Calculated values
HOMO-LUMO gap = 9.6233 eV
SMILES string = O/C=C/C1CCC1
F_max = 0.40 eV/Å
Electronic energy = -8430.132 eV
Relative energy (zero: lowest compared OMol25 entry of this formula, charge and spin) = 106.90 kJ/mol

Geometry as ORCA input:
```
! RIJCOSX wB97M-V def2-TZVPD def2/J DEFGRID3
* xyz 0 1
O -0.84027 0.50840 3.13077
C -0.89537 0.19247 1.81028
C -0.75018 0.38780 -1.12710
C 0.69891 0.88230 -1.31033
C 1.14570 -0.57872 -1.12669
C -0.17664 -0.83383 -0.35410
C -0.06280 -0.59648 1.13167
H -0.02513 0.14656 3.50215
H -1.74448 0.68239 1.34329
H -1.45881 1.05194 -0.62499
H -1.18611 0.07503 -2.08141
H 1.00756 1.48625 -0.45103
H 0.96456 1.40576 -2.23279
H 1.11976 -1.10643 -2.08710
H 2.09883 -0.78685 -0.63002
H -0.64016 -1.80878 -0.55517
H 0.74460 -1.10781 1.66255
*
```

This record from OMol25 describes C6H10O as an isolated structure. The level of theory is ωB97M-V/def2-TZVPD.

Calculated values
HOMO-LUMO gap = 7.8264 eV
F_max = 0.58 eV/Å
Electronic energy = -8425.669 eV
Relative energy (zero: lowest compared OMol25 entry of this formula, charge and spin) = 537.59 kJ/mol

Geometry as ORCA input:
```
! RIJCOSX wB97M-V def2-TZVPD def2/J DEFGRID3
* xyz 0 1
C -2.21298 -0.69209 0.20834
C -0.28683 -0.31321 -0.37140
O -0.72482 -0.72675 1.06686
C 0.01895 1.18436 -0.30863
C 1.48521 1.26854 0.07705
C 2.07622 0.08506 -0.07455
C 1.08858 -0.95251 -0.57727
H -2.79525 -0.72259 1.14604
H -2.31671 -1.62496 -0.33045
H -2.54177 0.15131 -0.39366
H -0.53975 -0.03431 1.73569
H -0.13802 1.63569 -1.29894
H -0.65370 1.73003 0.37011
H 1.98436 2.18646 0.37706
H 3.13325 -0.10944 0.09130
H 1.16751 -1.92065 -0.07112
H 1.25575 -1.14493 -1.64643
*
```